[1]
ORCA calculation (ωB97M-V/def2-TZVPD) on 2 unconnected molecules or ions with the total composition C4H6N3.

The geometry in XYZ format:
```
13
Properties=species:S:1:pos:R:3:forces:R:3:nbo_charge:R:1
C -1.9622 -0.9780 -0.3698 -1.2 -1.0 -1.0 -0.080
C -1.2582 0.2087 -0.4804 1.4 2.1 1.1 0.412
C 1.8546 0.5217 -0.2808 3.4 4.4 -3.8 -0.335
C 1.6977 -0.6732 0.4468 -0.1 -3.7 -1.2 -0.327
N -2.5454 -0.1987 0.5300 -0.3 -0.7 1.3 0.037
N 0.8908 0.4487 0.6362 -5.1 1.2 2.7 -0.089
N -2.2489 1.1135 0.0187 0.7 -2.0 -3.0 -0.410
H -2.0127 -2.0651 -0.7251 0.2 1.9 1.1 0.325
H 2.6328 1.3426 -0.1471 -0.8 -1.2 0.1 0.265
H 1.3934 0.6482 -1.2579 0.6 -0.4 -0.4 0.252
H 1.2263 -1.4557 -0.2399 1.0 0.4 1.9 0.243
H 2.3392 -0.8345 1.3008 0.0 -0.8 0.0 0.267
H -2.0075 1.9217 0.5685 0.3 -0.2 1.2 0.438
```
Forces are in eV/Å.

As for the HOMO energy (alpha / beta): -14.36 / -14.85 eV. For the gap between HOMO and LUMO (alpha / beta), the calculation gives 7.17 / 9.02 eV. The calculation puts the lowest unoccupied orbital energy (alpha / beta) at -0.26436 / -0.21441 Eh. As for the net charge: +1. As for the spin multiplicity: 1.


[2]
ORCA calculation (ωB97M-V/def2-TZVPD) on a molecular structure, C4H6N2O8.

The geometry in XYZ format:
```
20
Properties=species:S:1:pos:R:3:forces:R:3:nbo_charge:R:1
C -2.2806 1.3933 -0.5229 1.6 -3.9 -0.7 0.460
C -0.2275 -0.5002 0.0554 -2.2 0.2 -1.6 0.030
C 1.0175 -1.3927 -0.3303 -0.1 1.5 0.4 0.161
C -0.3586 0.8871 -0.6900 -1.8 -0.2 0.9 0.263
N 2.1746 -0.4253 -0.1601 0.8 0.8 1.2 0.503
N -0.3540 0.6729 -2.1397 0.5 -0.5 -1.3 0.474
O 2.6957 0.1680 -1.0785 -0.5 -0.7 -0.2 -0.351
O -0.7803 -0.3970 -2.5613 0.1 0.9 0.3 -0.371
O -3.1510 0.5879 -0.6150 1.5 0.8 0.3 -0.443
O 2.4319 -0.2296 1.0213 0.3 0.0 -0.4 -0.406
O 0.0845 1.5831 -2.8317 -0.4 -0.3 0.3 -0.383
O -0.2861 -0.3009 1.3969 -2.3 -1.9 1.2 -0.730
O 1.2463 -2.5041 0.4124 -1.3 0.8 1.2 -0.638
O 0.5504 1.8524 -0.3114 -1.3 -1.4 0.9 -0.685
H -2.4247 2.4166 -0.4586 0.0 2.5 0.3 0.141
H -1.2886 -1.0162 -0.2300 2.8 0.7 0.5 0.258
H 1.0025 -1.6863 -1.2994 -0.1 -0.4 -3.2 0.205
H 0.2415 0.2853 1.8907 1.7 1.3 -0.1 0.514
H 0.7712 -2.2135 1.2090 0.5 -1.0 0.9 0.488
H 0.5821 2.5208 -0.9846 0.1 0.7 -0.9 0.510
```
Forces are in eV/Å.

As for the HOMO energy: -10.23 eV. For the gap between HOMO and LUMO, the calculation gives 9.36 eV. The calculation puts the lowest unoccupied orbital energy at -0.03195 Eh. As for the spin multiplicity: 1.


Molar mass (computed, g mol⁻¹): 96.1 210.1
Relative energy (zero: lowest compared OMol25 entry of this formula, charge and spin) (computed, eV): 10.540 1.310
F_max (computed, eV/A): 6.7 4.3